Record 1
Formula: C16H23Cl2IN2O4
Source: OMol25
Level of theory: the ωB97M-V functional and the def2-TZVPD basis

The maximum force is 5.3 eV/A. The SMILES is C/C(Cl)=C(\Cl)[C@@](I)(C#N)[C@@](O)(C#N)CCC(C)C.CCOC(=O)OC. The value obtained for the frontier orbital gap is 8.583 eV. Its HOMO energy is -9.68 eV. Its total charge is 0.

Last column: Mulliken charge in e.
CARTESIAN COORDINATES (ANGSTROEM)
C1 -1.244 -4.687 1.741  -1.17
C2 -0.829 -3.389 0.864  0.25
Cl1 -2.172 -2.609 -0.072  -0.14
C3 0.530 -2.932 0.866  0.17
Cl2 1.645 -3.908 1.964  -0.15
C4 0.994 -1.692 -0.015  -0.06
I1 0.739 -2.223 -2.153  0.29
C5 0.191 -0.344 0.362  0.12
N1 -0.522 0.528 0.756  -0.58
C6 2.561 -1.305 0.133  1.02
O1 2.948 -1.073 1.522  -0.54
C7 3.377 -2.521 -0.531  -0.10
N2 4.034 -3.450 -0.890  -0.59
C8 2.871 0.115 -0.612  -0.68
C9 4.397 0.284 -1.073  -0.86
C10 4.651 0.250 -2.654  0.42
C11 3.659 1.161 -3.525  -1.20
C12 4.672 -1.214 -3.308  -1.02
H1 -0.779 -5.584 1.186  0.33
H2 -2.383 -4.839 1.676  0.32
H3 -0.889 -4.600 2.821  0.34
H4 3.845 -1.445 1.677  0.47
H5 2.693 0.904 0.215  0.33
H6 2.117 0.359 -1.433  0.34
H7 4.729 1.335 -0.719  0.36
H8 5.131 -0.440 -0.552  0.34
H9 5.713 0.684 -2.817  0.29
H10 2.750 0.494 -3.790  0.24
H11 3.260 2.063 -2.932  0.31
H12 4.130 1.444 -4.526  0.35
H13 3.646 -1.732 -3.172  0.02
H14 5.412 -1.865 -2.716  0.30
H15 4.902 -1.235 -4.424  0.37
C13 -6.826 4.526 1.660  -1.08
C14 -5.863 4.206 2.787  -0.17
O2 -5.508 2.820 2.775  -0.36
C15 -4.567 2.471 1.879  0.74
O3 -4.007 3.215 1.111  -0.55
O4 -4.376 1.145 1.972  -0.35
C16 -3.448 0.626 1.017  -0.60
H16 -7.691 3.858 1.692  0.29
H17 -7.173 5.560 1.728  0.35
H18 -6.353 4.387 0.685  0.31
H19 -6.349 4.398 3.746  0.28
H20 -4.971 4.838 2.745  0.31
H21 -2.505 1.166 1.048  0.50
H22 -3.884 0.668 0.015  0.28
H23 -3.256 -0.418 1.268  0.16

Record 2
Formula: C8H13ClO5S
Source: OMol25
Level of theory: the ωB97M-V functional and the def2-TZVPD basis

The maximum force is 2.0 eV/A. The SMILES is C=CCOC(=O)OCCCCS(=O)(=O)Cl. The value obtained for the frontier orbital gap is 10.105 eV. Its HOMO energy is -9.98 eV. Its total charge is 0.

Last column: Mulliken charge in e.
CARTESIAN COORDINATES (ANGSTROEM)
C1 2.892 0.998 1.797  -0.59
C2 3.626 0.554 0.796  -0.14
C3 3.030 0.566 -0.635  -0.47
O1 1.597 0.607 -0.612  -0.32
C4 1.056 -0.649 -0.754  0.63
O2 1.577 -1.573 -0.215  -0.53
O3 -0.011 -0.661 -1.547  -0.27
C5 -0.867 -1.789 -1.346  -0.61
C6 -2.028 -1.556 -0.326  -0.52
C7 -1.658 -0.698 0.913  -0.77
C8 -1.531 0.839 0.669  -0.39
S1 -2.738 1.511 -0.499  1.05
O4 -4.047 0.941 -0.351  -0.55
O5 -2.205 1.443 -1.827  -0.50
Cl1 -2.912 3.526 -0.007  -0.26
H1 1.806 1.132 1.725  0.10
H2 3.333 1.204 2.784  0.28
H3 4.651 0.189 0.949  0.33
H4 3.444 -0.228 -1.276  0.39
H5 3.348 1.538 -1.065  0.33
H6 -0.353 -2.725 -1.078  0.40
H7 -1.347 -1.986 -2.325  0.29
H8 -2.304 -2.562 0.056  0.38
H9 -2.912 -1.199 -0.879  0.31
H10 -2.485 -0.828 1.642  0.44
H11 -0.758 -1.076 1.438  0.34
H12 -1.677 1.342 1.646  0.51
H13 -0.524 1.140 0.326  0.16

Record 3
Formula: C14H46N2O9
Source: OMol25
Level of theory: the ωB97M-V functional and the def2-TZVPD basis

The maximum force is 4.9 eV/A. The SMILES is NC(N)=O.CCO.CCO.CCO.CCO.CCO.CO.CO.CO. The value obtained for the frontier orbital gap is 10.034 eV. Its HOMO energy is -10.00 eV. Its total charge is 0.

Last column: Mulliken charge in e.
CARTESIAN COORDINATES (ANGSTROEM)
N1 -0.371 -0.011 -1.258  -0.39
C1 -1.442 -0.664 -0.943  0.69
N2 -1.402 -1.056 0.286  -0.39
O1 -2.259 -0.978 -1.764  -0.66
H1 -0.201 0.091 -2.248  0.22
H2 0.345 0.139 -0.561  0.15
H3 -2.052 -1.782 0.551  0.21
H4 -0.766 -0.563 0.896  0.17
C2 1.245 4.198 3.657  -1.01
C3 1.370 3.214 4.805  -0.20
O2 1.560 1.991 4.171  -0.50
H5 0.226 4.091 3.284  0.25
H6 1.883 4.012 2.794  0.30
H7 1.452 5.191 4.056  0.32
H8 0.469 3.218 5.418  0.23
H9 2.215 3.481 5.438  0.31
H10 2.042 1.508 4.847  0.30
C4 -5.948 3.474 -0.016  -0.89
C5 -5.512 4.327 -1.161  -0.28
O3 -5.406 5.685 -0.797  -0.52
H11 -5.089 3.198 0.596  0.22
H12 -6.270 2.497 -0.376  0.30
H13 -6.727 3.994 0.541  0.33
H14 -6.276 4.276 -1.938  0.24
H15 -4.613 3.946 -1.645  0.30
H16 -6.293 5.982 -0.579  0.30
C6 3.497 5.088 -5.060  -0.90
C7 4.156 3.964 -5.955  -0.34
O4 5.563 3.860 -5.928  -0.51
H17 4.043 6.032 -5.090  0.29
H18 3.508 4.683 -4.049  0.23
H19 2.449 5.224 -5.325  0.30
H20 3.712 4.002 -6.950  0.32
H21 3.763 2.980 -5.697  0.28
H22 5.735 3.422 -6.765  0.31
C8 8.241 0.338 -1.043  -1.00
C9 6.802 0.204 -0.764  -0.16
O5 6.589 1.130 0.287  -0.51
H23 8.502 0.082 -2.070  0.32
H24 8.827 -0.323 -0.405  0.25
H25 8.517 1.390 -0.973  0.29
H26 6.584 -0.795 -0.386  0.24
H27 6.196 0.241 -1.670  0.27
H28 5.784 0.805 0.698  0.29
C10 0.493 -6.840 6.383  -1.17
C11 1.969 -7.165 6.201  -0.18
O6 2.281 -8.449 6.706  -0.50
H29 0.306 -5.932 5.809  0.33
H30 0.181 -6.554 7.387  0.35
H31 -0.027 -7.648 5.869  0.37
H32 2.730 -6.514 6.634  0.27
H33 2.087 -7.098 5.120  0.21
H34 1.561 -8.614 7.320  0.31
C12 -6.085 -2.009 6.705  -0.48
O7 -7.281 -1.292 6.809  -0.50
H35 -6.304 -2.981 7.147  0.22
H36 -5.891 -2.161 5.644  0.23
H37 -5.185 -1.485 7.028  0.23
H38 -7.985 -1.773 6.368  0.30
C13 -5.130 1.992 -7.609  -0.49
O8 -4.988 0.597 -7.686  -0.50
H39 -4.528 2.478 -6.842  0.25
H40 -4.710 2.432 -8.513  0.21
H41 -6.191 2.236 -7.559  0.23
H42 -4.932 0.226 -6.802  0.31
C14 0.174 -6.366 -3.681  -0.42
O9 1.013 -7.447 -4.084  -0.50
H43 0.748 -5.751 -2.989  0.22
H44 -0.060 -5.692 -4.505  0.23
H45 -0.637 -6.919 -3.207  0.19
H46 1.748 -7.056 -4.561  0.28